(1)
Here is a structure of composition C33H52N3O2P2Ru in a non-equilibrium geometry from OMol25. Energies are from the ωB97M-V functional and the def2-TZVPD basis.

```
! wB97M-V def2-TZVPD RIJCOSX def2/J DEFGRID3
* xyz 3 5
C 0.8235 2.0034 2.0772
C -1.3947 2.1747 1.2531
C 0.7033 3.2238 2.7403
C -1.4432 3.5146 1.7206
C -0.4094 4.0187 2.4807
H 1.5055 3.5264 3.4093
H -2.3535 4.0692 1.5259
H -0.4452 5.0268 2.8807
N -0.1617 1.5264 1.2984
P 2.3394 0.0064 0.7723
P -2.3943 -0.2990 0.5055
C 2.0730 1.1411 2.2166
H 2.9560 1.7637 2.4182
H 1.9396 0.5099 3.1112
C -2.5522 1.4401 0.8996
H -3.5423 1.9129 0.9251
C -3.0858 -0.9154 -1.1756
C -3.6464 -0.7490 1.9007
C 3.4372 1.0550 -0.3762
C 3.5061 -1.3141 1.5133
C -1.9765 -1.6359 -1.9534
H -1.5250 -2.4354 -1.3545
H -2.4023 -2.0896 -2.8635
H -1.1808 -0.9520 -2.2557
C -4.1989 -1.9635 -1.0257
H -3.8115 -2.8676 -0.5411
H -5.0754 -1.5962 -0.4857
H -4.5253 -2.2587 -2.0344
C -3.5681 0.2876 -1.9929
H -3.9240 -0.0718 -2.9727
H -4.4008 0.8162 -1.5133
H -2.7564 1.0064 -2.1716
C -3.6731 -2.2636 2.1356
H -2.6610 -2.6447 2.3206
H -4.2759 -2.4486 3.0353
H -4.1397 -2.8147 1.3167
C -3.1880 -0.1073 3.2306
H -2.1892 -0.4612 3.5249
H -3.1861 0.9900 3.1805
H -3.9062 -0.4083 4.0121
C -5.0611 -0.1979 1.5482
H -5.1235 0.3722 0.6093
H -5.7933 -1.0185 1.5017
H -5.4067 0.4774 2.3485
C 4.0637 -2.1486 0.3484
H 4.5645 -3.0363 0.7669
H 3.2416 -2.4890 -0.3020
H 4.8094 -1.6042 -0.2452
C 2.7235 -2.2649 2.4281
H 2.2720 -1.7456 3.2832
H 1.9550 -2.8184 1.8735
H 3.4393 -2.9999 2.8302
C 4.6399 -0.7207 2.3757
H 5.0833 -1.5488 2.9498
H 5.4522 -0.2802 1.7902
H 4.2676 0.0194 3.0979
C 2.6914 2.3887 -0.5782
H 3.2067 2.9631 -1.3617
H 1.6552 2.2304 -0.9022
H 2.6942 2.9918 0.3418
C 3.6431 0.3523 -1.7245
H 2.7093 0.0038 -2.1614
H 4.0972 1.0793 -2.4143
H 4.3193 -0.5035 -1.6503
C 4.8509 1.3733 0.1416
H 4.8734 1.7883 1.1566
H 5.5235 0.5085 0.0749
H 5.2753 2.1353 -0.5307
Ru 0.0629 -0.3396 0.3371
C -0.1782 -1.2357 1.8788
O -0.3166 -1.8172 2.8973
N 0.6557 0.0907 -2.1462
C 0.5420 0.9153 -2.9939
C 0.0184 2.0447 -3.6838
C 0.2677 2.2574 -5.0544
C -0.7847 2.9463 -2.9454
C -0.2996 3.3691 -5.6819
H 0.9032 1.5555 -5.6028
C -1.3222 4.0658 -3.5859
H -0.9579 2.7641 -1.8764
C -1.0823 4.2756 -4.9471
H -0.1231 3.5466 -6.7483
H -1.9412 4.7587 -3.0127
H -1.5228 5.1430 -5.4466
C -0.1545 -4.5386 0.6070
C 0.6078 -3.8098 -0.4545
N 1.2029 -4.5777 -1.3883
O 0.7446 -2.5597 -0.5282
H -0.3980 -5.5549 0.2774
H -1.0840 -4.0074 0.8389
H 0.4400 -4.6009 1.5284
H 1.6568 -4.1323 -2.1766
H 1.1058 -5.5837 -1.3766
*
```

Properties
<S²>: 6.0764
Lowest unoccupied orbital energy (spin up / spin down): -9.6513 / -13.5931 eV
Total energy: -64761.89287 eV
HOMO energy (spin up / spin down): -0.5519 / -0.6177 Eh
Kohn-Sham gap (spin up / spin down): 5.37 / 3.21 eV


(2)
Here is a structure of composition C33H53BBr2ClN4O19 in a non-equilibrium geometry from OMol25. Energies are from the ωB97M-V functional and the def2-TZVPD basis.

```
! wB97M-V def2-TZVPD RIJCOSX def2/J DEFGRID3
* xyz 1 1
C -2.9372 4.8480 -0.0883
C -2.7681 3.5346 -0.8362
C -1.8029 2.5361 -0.1584
C -0.9104 1.5997 -0.9757
C -0.1090 0.7738 0.0623
C 0.4085 1.4309 1.3205
C -0.5679 1.2951 2.4707
N -0.2960 2.0737 3.5771
O -1.5471 0.5666 2.4114
C 0.1424 2.3705 -1.8695
O 1.4403 2.1886 -1.2262
C 0.0764 3.9084 -1.9436
Br 0.6606 4.8405 -0.3661
C -0.1993 4.6691 -3.0090
C -0.5558 4.1675 -4.3752
Br -0.1548 6.5618 -2.9833
O 0.3072 1.7685 -3.1181
C 0.3792 0.3439 -3.0717
C -0.8303 -0.4020 -2.4720
C -1.5202 -1.1964 -3.5996
C -0.5809 -2.2607 -4.2334
C -0.8350 -2.3891 -5.7320
N -2.1503 -2.6684 -6.1446
O 0.0904 -2.2712 -6.5337
B -0.3217 -1.6601 -1.5604
O -1.2133 -2.6321 -1.1605
O 1.0023 -1.7933 -1.2121
N -1.7451 0.5878 -1.7756
C -2.6842 -0.1993 -0.8621
C -4.0172 0.3500 -0.3539
C -4.6382 -0.7626 0.5275
N -6.0603 -0.5856 0.7444
C -2.7077 1.1835 -2.7600
C -2.3992 1.7304 -4.1286
O -1.5499 1.4973 -4.9365
Cl -3.8002 2.7510 -4.6483
H -3.6902 4.7640 0.6869
H -2.0273 5.1991 0.3796
H -3.2871 5.6054 -0.7786
H -2.5039 3.7255 -1.8713
H -3.7597 3.0854 -0.8891
H -1.1785 3.1864 0.4362
H -2.2805 1.9363 0.6038
H -0.7174 -0.0340 0.4560
H 0.7115 0.2389 -0.3882
H 1.3038 0.9081 1.6459
H 0.7056 2.4693 1.2529
H -0.2245 1.5191 4.4191
H 0.5385 2.6223 3.4333
H 2.0587 2.5541 -1.8632
H -0.0043 3.2984 -4.6862
H -1.6308 4.0449 -4.4451
H -0.3234 4.9412 -5.0955
H 0.5280 0.0573 -4.1022
H 1.3015 0.0962 -2.5596
H -2.3842 -1.7555 -3.2569
H -1.8747 -0.5985 -4.4290
H 0.4638 -1.9872 -4.1991
H -0.7793 -3.2536 -3.8422
H -2.1722 -2.4879 -7.1422
H -2.7962 -2.0022 -5.7352
H -0.8891 -3.4925 -1.4373
H 1.4640 -2.4881 -1.6857
H -2.1844 -0.5885 0.0135
H -2.9902 -1.0786 -1.4114
H -3.9785 1.2337 0.2674
H -4.7510 0.5287 -1.1328
H -4.1055 -0.7858 1.4729
H -4.4820 -1.7274 0.0544
H -6.6025 -1.0175 0.0159
H -6.3071 0.3883 0.8214
H -3.4406 0.4181 -3.0024
H -3.3436 1.9162 -2.2936
C 1.2934 -0.4652 7.5797
C 2.4489 0.3114 8.1741
O 3.0757 0.8683 7.0094
C 2.1618 0.9255 6.0282
O 2.3119 1.4775 4.9837
O 1.0315 0.2724 6.3729
H 0.4148 -0.4844 8.2187
H 1.5682 -1.4832 7.3101
H 2.1194 1.1283 8.8188
H 3.1487 -0.3154 8.7197
C -2.7815 -6.1568 -6.7801
C -1.8934 -6.5317 -7.9498
O -2.2492 -7.8964 -8.1752
C -3.4982 -8.1010 -7.6830
O -4.1422 -9.0744 -7.8573
O -3.9019 -7.0236 -6.9572
H -3.0948 -5.1175 -6.7962
H -2.3157 -6.3757 -5.8162
H -2.1203 -5.9545 -8.8482
H -0.8323 -6.4452 -7.7310
C 4.3107 -1.9158 3.1107
C 5.2273 -1.3691 4.1816
O 4.4130 -1.4877 5.3599
C 3.4905 -2.4466 5.1417
O 2.7707 -2.8922 5.9773
O 3.4846 -2.8301 3.8466
H 4.8387 -2.4351 2.3155
H 3.6738 -1.1434 2.6746
H 6.1219 -1.9801 4.3117
H 5.5252 -0.3408 4.0129
C 8.2182 1.3973 8.0230
C 6.8022 1.8355 8.3355
O 6.2454 2.0134 7.0287
C 6.9503 1.2578 6.1637
O 6.6390 1.0547 5.0353
O 8.0601 0.7594 6.7497
H 8.6258 0.7009 8.7500
H 8.9020 2.2398 7.9107
H 6.2314 1.0654 8.8577
H 6.7525 2.7621 8.9001
*
```

Properties
Lowest unoccupied orbital energy: -2.8222 eV
Total energy: -233221.97058 eV
HOMO energy: -0.4297 Eh
Kohn-Sham gap: 8.87 eV


Question: The lowest total energy belongs to which entry?
Answer: C33H53BBr2ClN4O19


Question: Among the records above, which one has the lowest total energy?
Answer: C33H53BBr2ClN4O19